No. 1
35
Properties=species:S:1:pos:R:3 method="wB97M-V/def2-TZVPD" e_lumo_ev=0.78 homo_energy_ev=-8.134 smiles=CCc1ccc(O)cc1.Cc1ccc(O)cc1 relative_energy_ev=2.746 energy_ev=-19939.563 charge=0
C -0.848 1.621 2.126
C -0.426 0.219 1.967
C 0.982 -0.058 1.624
C 2.109 0.505 2.291
C 3.454 0.153 2.026
C 3.597 -0.966 1.189
O 4.747 -1.634 1.039
C 2.564 -1.483 0.440
C 1.308 -0.881 0.505
H 0.013 2.111 1.557
H -0.854 1.915 3.137
H -1.876 1.731 1.750
H -0.730 -0.412 2.879
H -1.108 -0.261 1.214
H 1.866 1.391 2.887
H 4.325 0.535 2.590
H 5.433 -1.195 1.631
H 2.701 -2.142 -0.454
H 0.479 -1.318 -0.116
C -3.177 1.665 -1.022
C -2.405 0.556 -1.499
C -1.352 1.004 -2.230
C -0.429 0.236 -2.869
C -0.730 -1.133 -2.726
O 0.085 -2.007 -3.486
C -1.660 -1.620 -1.857
C -2.558 -0.730 -1.243
H -3.685 2.106 -1.878
H -2.626 2.475 -0.541
H -3.859 1.316 -0.329
H -1.143 2.162 -2.234
H 0.560 0.543 -3.349
H 0.286 -2.840 -3.079
H -1.762 -2.603 -1.420
H -3.277 -0.962 -0.523

---

No. 2
52
Properties=species:S:1:pos:R:3 method="wB97M-V/def2-TZVPD" e_lumo_ev="-4.48 / -4.26" homo_energy_ev="-11.329 / -11.517" spin_multiplicity=2 relative_energy_ev=0.000 energy_ev=-108280.430 s2=0.757 charge=+1
Tc -0.567 0.507 -0.029
O -2.330 -2.372 2.632
C -1.790 -1.229 2.267
O -1.250 -1.106 1.178
C -1.923 -0.182 3.347
O -1.109 0.932 3.121
C -1.778 2.169 3.019
C -2.366 2.438 1.635
O -3.179 3.283 1.410
O -1.858 1.646 0.691
H -2.243 -3.023 1.915
H -2.987 0.068 3.432
H -1.633 -0.675 4.280
H -2.577 2.272 3.758
H -1.039 2.946 3.219
Cl -2.213 -3.630 -5.840
C -1.545 -2.702 -4.566
C -2.388 -2.009 -3.698
Cl -4.087 -2.055 -3.898
C -1.830 -1.273 -2.661
Cl -2.812 -0.339 -1.588
C -0.452 -1.212 -2.469
O 0.063 -0.489 -1.479
C 0.391 -1.872 -3.369
Cl 2.086 -1.699 -3.197
C -0.158 -2.623 -4.404
Cl 0.876 -3.442 -5.494
N 1.928 4.011 -3.251
N 0.936 3.492 -2.446
N -0.280 3.985 -2.444
C -0.911 3.136 -1.651
N -0.076 2.182 -1.216
N 1.111 2.427 -1.740
H 1.793 5.018 -3.283
H 2.822 3.781 -2.828
H -1.948 3.209 -1.376
C 3.890 -0.498 1.659
Si 2.064 -0.906 1.580
C 1.801 -2.419 0.507
C 1.420 -1.290 3.309
C 1.223 0.679 0.916
H 4.461 -1.342 2.049
H 4.085 0.360 2.303
H 4.279 -0.266 0.667
H 2.233 -3.276 1.030
H 2.299 -2.336 -0.456
H 0.749 -2.644 0.325
H 2.203 -1.786 3.885
H 0.576 -1.983 3.290
H 1.126 -0.397 3.861
H 1.894 1.257 0.279
H 1.020 1.277 1.815

---

No. 3
39
Properties=species:S:1:pos:R:3 method="wB97M-V/def2-TZVPD" e_lumo_ev=0.65 homo_energy_ev=-9.077 relative_energy_ev=0.529 energy_ev=-35460.358 charge=0
N -1.928 1.572 -1.800
C -2.175 0.509 -0.990
N -1.426 -0.490 -0.713
O -0.128 -0.667 -1.218
C 0.816 0.263 -1.273
O 0.663 1.446 -1.050
C 2.123 -0.344 -1.731
C 2.541 -1.617 -0.986
C 3.184 -1.393 0.388
C 4.455 -0.515 0.343
C 4.119 0.741 1.147
C 3.156 0.221 2.209
C 2.253 -0.715 1.409
C -3.527 0.413 -0.393
C -4.639 0.921 -1.057
C -5.897 0.832 -0.491
C -6.045 0.235 0.751
Cl -7.613 0.134 1.467
C -4.948 -0.285 1.423
C -3.696 -0.197 0.847
H -2.570 2.346 -1.735
H -0.955 1.839 -1.913
H 1.988 -0.590 -2.787
H 2.886 0.431 -1.656
H 1.664 -2.256 -0.868
H 3.261 -2.151 -1.610
H 3.454 -2.385 0.762
H 5.282 -1.042 0.822
H 4.762 -0.285 -0.676
H 3.605 1.471 0.520
H 5.004 1.213 1.572
H 3.705 -0.339 2.968
H 2.598 1.018 2.700
H 1.497 -0.123 0.896
H 1.739 -1.441 2.036
H -4.536 1.364 -2.037
H -6.760 1.220 -1.009
H -5.079 -0.753 2.386
H -2.832 -0.601 1.348

---

No. 4
41
Properties=species:S:1:pos:R:3 method="wB97M-V/def2-TZVPD" e_lumo_ev=0.57 homo_energy_ev=-8.776 smiles="C[C@@H]1CCCC[C@@H]1NC(=O)COn1nnc2ccc(Cl)cc21" relative_energy_ev=0.262 energy_ev=-38439.665 charge=0
C 5.162 -0.052 1.621
C 4.278 -0.997 0.808
C 5.104 -1.955 -0.058
C 5.793 -1.242 -1.217
C 4.766 -0.527 -2.088
C 3.955 0.462 -1.256
C 3.272 -0.259 -0.095
N 2.462 0.674 0.666
C 1.160 0.470 0.923
O 0.531 -0.503 0.575
C 0.509 1.616 1.720
O -0.898 1.478 1.755
N -1.439 1.422 0.503
N -0.995 2.176 -0.492
N -1.676 1.949 -1.544
C -2.618 1.012 -1.260
C -3.613 0.413 -2.038
C -4.410 -0.524 -1.431
C -4.235 -0.872 -0.079
Cl -5.286 -2.066 0.592
C -3.271 -0.305 0.721
C -2.468 0.643 0.100
H 4.565 0.521 2.327
H 5.887 -0.629 2.190
H 5.707 0.641 0.986
H 3.699 -1.597 1.520
H 4.440 -2.722 -0.461
H 5.848 -2.455 0.565
H 6.517 -0.521 -0.835
H 6.341 -1.971 -1.817
H 5.265 0.000 -2.903
H 4.090 -1.263 -2.529
H 3.193 0.938 -1.876
H 4.612 1.246 -0.873
H 2.570 -0.997 -0.497
H 2.906 1.527 0.965
H 0.813 1.572 2.767
H 0.784 2.585 1.286
H -3.740 0.686 -3.073
H -5.192 -1.015 -1.989
H -3.136 -0.580 1.754

---

No. 5
41
Properties=species:S:1:pos:R:3 method="wB97M-V/def2-TZVPD" e_lumo_ev=0.22 homo_energy_ev=-8.849 smiles=Clc1ccc(OCCSc2nnnn2C2CCCCC2)cc1 energy_ev=-47225.091 charge=0
Cl -5.925 -0.064 -4.194
C -4.615 0.764 -3.274
C -4.212 0.062 -2.114
C -3.407 0.753 -1.244
C -2.958 2.142 -1.565
O -2.354 2.705 -0.518
C -1.108 3.158 -0.893
C 0.000 2.142 -0.470
S 0.318 2.066 1.346
C -0.231 0.392 1.413
N -1.469 -0.037 1.667
N -1.460 -1.424 1.659
N -0.266 -1.894 1.270
N 0.576 -0.781 1.218
C 1.913 -0.849 0.711
C 2.401 -2.205 0.284
C 2.690 -3.267 1.391
C 3.842 -2.644 2.142
C 3.346 -1.394 2.872
C 2.955 -0.351 1.777
C -3.368 2.682 -2.720
C -4.215 1.976 -3.615
H -4.574 -0.820 -1.914
H -3.036 0.427 -0.346
H -0.921 3.296 -1.924
H -1.013 4.245 -0.546
H 0.937 2.450 -0.907
H -0.212 1.167 -0.882
H 1.962 -0.204 -0.209
H 1.757 -2.740 -0.425
H 3.302 -2.147 -0.332
H 1.844 -3.528 2.125
H 3.066 -4.182 1.009
H 4.816 -2.410 1.501
H 4.127 -3.379 2.889
H 2.478 -1.792 3.407
H 4.146 -0.953 3.567
H 2.708 0.636 2.184
H 3.788 -0.124 1.197
H -3.106 3.663 -3.022
H -4.522 2.469 -4.512

---

No. 6
45
Properties=species:S:1:pos:R:3 method="wB97M-V/def2-TZVPD" e_lumo_ev="-0.60 / -1.58" homo_energy_ev="-7.257 / -7.256" spin_multiplicity=2 energy_ev=-79305.493 s2=0.753 charge=0
Cu -0.264 -0.879 1.171
C -2.772 3.774 1.027
N -2.580 2.433 1.555
C -3.302 2.152 2.795
C -1.581 1.623 1.192
O -1.271 0.643 1.891
C -0.842 1.978 -0.096
O 0.050 0.969 -0.501
C -0.232 0.300 -1.711
C -1.254 -0.812 -1.499
O -1.799 -0.933 -0.391
N -1.509 -1.607 -2.536
C -2.406 -2.748 -2.372
C -0.907 -1.403 -3.846
H -3.836 4.002 1.013
H -2.387 3.879 0.017
H -2.274 4.507 1.667
H -4.348 2.423 2.659
H -2.886 2.726 3.625
H -3.230 1.096 3.028
H -0.242 2.871 0.105
H -1.562 2.210 -0.883
H 0.714 -0.123 -2.050
H -0.594 0.999 -2.471
H -2.672 -2.838 -1.325
H -1.897 -3.657 -2.689
H -3.309 -2.613 -2.969
H 0.183 -1.406 -3.801
H -1.236 -0.466 -4.300
H -1.217 -2.216 -4.494
O 6.481 -1.959 0.610
C 6.024 -0.815 0.674
O 6.492 0.325 0.540
C 4.465 -0.783 1.037
C 3.856 0.412 1.401
C 2.491 0.431 1.609
N 1.743 -0.663 1.450
C 2.325 -1.828 1.132
C 3.692 -1.930 0.935
C 1.384 -3.015 0.951
O 1.837 -4.122 0.771
O 0.118 -2.709 1.005
H 4.446 1.313 1.495
H 1.975 1.342 1.895
H 4.135 -2.884 0.687

---

No. 7
47
Properties=species:S:1:pos:R:3 method="wB97M-V/def2-TZVPD" e_lumo_ev="-0.64 / -0.97" homo_energy_ev="-7.547 / -7.577" spin_multiplicity=2 relative_energy_ev=1.145 energy_ev=-87883.392 s2=0.757 charge=0
Ru -1.265 0.272 0.413
S -2.971 4.404 -0.258
C -2.778 2.784 -0.098
S -2.811 1.952 1.399
S -2.472 1.740 -1.436
C -0.673 -0.413 -3.306
P -0.054 -0.321 -1.601
C 0.805 -1.918 -1.392
C 1.361 0.822 -1.692
C 2.151 0.899 -2.838
C 3.231 1.764 -2.896
C 3.548 2.544 -1.791
C 2.776 2.459 -0.646
C 1.669 1.611 -0.594
P 0.599 1.589 0.887
C 0.322 3.349 1.201
C 1.729 1.035 2.191
H 0.035 -0.918 -3.960
H -0.877 0.594 -3.668
H -1.612 -0.966 -3.288
H 1.650 -1.993 -2.078
H 0.091 -2.718 -1.592
H 1.141 -2.000 -0.360
H 1.915 0.289 -3.702
H 3.824 1.826 -3.799
H 4.388 3.225 -1.831
H 3.037 3.067 0.212
H 1.259 3.873 1.384
H -0.336 3.448 2.064
H -0.186 3.781 0.338
H 2.628 1.649 2.206
H 1.982 -0.009 2.008
H 1.215 1.095 3.151
C -0.904 -3.854 1.417
C -1.477 -2.466 1.708
O -0.605 -1.448 1.426
C -2.772 -2.325 0.864
F -2.434 -2.219 -0.449
F -3.625 -3.342 0.960
F -3.448 -1.196 1.147
C -1.862 -2.379 3.206
F -0.807 -2.687 3.974
F -2.253 -1.148 3.548
F -2.853 -3.222 3.542
H -0.656 -3.913 0.359
H -1.624 -4.633 1.663
H 0.000 -3.988 2.006

---

No. 8
47
Properties=species:S:1:pos:R:3 method="wB97M-V/def2-TZVPD" e_lumo_ev=-10.79 homo_energy_ev=-18.246 relative_energy_ev=0.000 energy_ev=-76262.513 charge=+3
W 0.076 0.949 0.165
C -1.619 2.663 2.587
C -2.758 2.009 1.825
S -2.304 1.411 0.153
C -2.603 2.718 -1.081
C -1.439 3.670 -1.262
S 0.107 2.710 -1.521
C 1.391 3.886 -0.930
C 2.656 3.133 -0.577
S 2.351 1.677 0.482
C 2.546 2.119 2.246
C 1.289 2.678 2.888
S -0.130 1.598 2.445
H -1.856 2.753 3.647
H -1.365 3.646 2.189
H -3.603 2.690 1.727
H -3.114 1.110 2.330
H -3.518 3.250 -0.818
H -2.804 2.156 -1.995
H -1.294 4.320 -0.399
H -1.585 4.285 -2.151
H 0.985 4.428 -0.075
H 1.578 4.589 -1.742
H 3.377 3.781 -0.078
H 3.138 2.715 -1.462
H 3.386 2.808 2.345
H 2.841 1.175 2.707
H 1.063 3.691 2.554
H 1.372 2.668 3.974
O 2.003 -2.168 1.183
C 1.282 -2.539 0.403
O 0.268 -0.697 -0.206
C 0.657 -3.522 -0.391
C -0.326 -3.265 -1.352
C -0.830 -4.334 -2.046
C -0.401 -5.637 -1.835
C 0.576 -5.848 -0.873
C 1.127 -4.829 -0.135
N 1.057 -7.232 -0.619
O 1.890 -7.352 0.248
O 0.562 -8.098 -1.292
N -1.881 -4.062 -3.057
O -2.302 -5.005 -3.669
O -2.224 -2.902 -3.173
H -0.695 -2.276 -1.566
H -0.812 -6.466 -2.400
H 1.887 -5.053 0.604